Molecular formula: H9NO3
Method: DFT, the ωB97M-V functional and the def2-TZVPD basis

XYZ file:
```
13
Properties=species:S:1:pos:R:3
N -1.8300 3.0314 -1.6427
H -2.7297 3.2488 -1.1838
H -1.5798 2.0245 -1.6892
H -2.1058 3.1120 -2.7050
O -3.2424 -5.6526 1.4055
H -2.4430 -5.9373 1.6998
H -3.7236 -6.4177 1.5733
O 0.7726 3.8907 -1.7439
H 1.0011 4.1343 -2.6600
H -0.2133 3.7765 -1.6924
O 4.3419 -1.0429 2.0285
H 5.1283 -1.5692 1.6724
H 4.4990 -1.1542 2.9628
```

Properties
Multiplicity = 1
Relative energy (zero: lowest compared OMol25 entry of this formula, charge and spin) = 111.7 kJ/mol
Calculated total energy = -285.836494 Eh
Maximum force = 0.08591 hartree/bohr
Total charge = 0
HOMO energy = -10.3 eV

***

Molecular formula: C17H62N4O14
Method: DFT, the ωB97M-V functional and the def2-TZVPD basis

XYZ file:
```
97
Properties=species:S:1:pos:R:3
C -3.1695 -1.9766 1.1399
C -3.4065 -3.2196 2.0269
O -2.9885 -4.2936 1.3639
H -3.3765 -1.0786 1.7159
H -3.8395 -1.9156 0.2639
H -2.0595 -1.8986 0.9019
H -4.4765 -3.3746 2.1389
H -2.9075 -3.1866 2.9569
H -3.6645 -4.3036 0.6499
C -1.7125 2.0854 -3.3051
C -1.0755 2.7144 -2.1421
O -1.6545 3.9734 -1.9021
H -1.1545 1.1794 -3.4661
H -1.5825 2.6344 -4.3021
H -2.7615 1.8244 -3.1251
H 0.0035 2.8434 -2.2211
H -1.2095 2.0764 -1.3321
H -1.0075 4.7274 -1.8081
C 1.6555 -1.1056 -4.6561
C 2.4575 -2.0316 -3.8451
O 1.5645 -3.1136 -3.7831
H 0.6995 -0.8836 -4.2911
H 1.5895 -1.6066 -5.5941
H 2.1375 -0.1956 -4.9471
H 2.7835 -1.7046 -2.8481
H 3.3365 -2.3256 -4.3431
H 1.9035 -3.8006 -3.2481
C 2.3865 4.6144 1.9509
O 1.3795 5.3564 1.4269
N 2.8135 3.4494 1.5029
N 2.9785 5.0164 3.0359
H 2.5315 3.0524 0.5729
H 3.6465 2.9534 1.9969
H 2.8075 5.9814 3.1749
H 3.8765 4.6964 3.3239
C 3.0425 1.8424 -1.9531
O 2.5225 2.8614 -1.2521
N 2.6825 1.8324 -3.2301
N 3.9035 0.9584 -1.5691
H 2.0655 2.5904 -3.5311
H 3.0575 1.2954 -4.0001
H 4.2155 0.8684 -0.6351
H 4.3185 0.3884 -2.2281
C -0.4705 -4.0546 -0.8471
O -0.6335 -5.1226 0.0299
H 0.2095 -4.1786 -1.6211
H -0.1935 -3.1206 -0.2671
H -1.5175 -3.9786 -1.1971
H -1.2225 -4.8376 0.7419
C 1.3725 0.6164 3.0849
O 1.5895 2.0084 3.3589
H 1.0535 0.0174 3.9609
H 2.2665 0.1244 2.5919
H 0.4395 0.5874 2.4799
H 2.1165 2.3334 2.5949
C 3.0905 -2.4586 -0.2231
O 3.2695 -2.1066 1.1449
H 4.1045 -2.7796 -0.6091
H 2.8595 -1.5336 -0.8161
H 2.2425 -3.1386 -0.4041
H 3.3635 -2.9336 1.6149
C -1.9145 1.0854 3.5879
O -1.9865 0.3544 4.8789
H -1.6345 0.2984 2.8659
H -1.2005 1.9094 3.8079
H -2.9605 1.2554 3.3169
H -2.6605 -0.2846 4.9279
C 0.0735 -2.3356 3.0049
O -0.2325 -3.6016 3.2609
H -0.2145 -2.0826 1.9779
H 1.1235 -2.2326 3.1449
H -0.5155 -1.6496 3.6209
H -0.2945 -3.6626 4.2519
C -0.7015 3.1584 1.2339
O -0.7845 3.8724 2.5539
H -1.4845 2.4414 1.0309
H 0.2905 2.7084 1.0969
H -0.8195 3.8194 0.4089
H 0.0345 4.2024 2.8559
C -3.9625 1.1674 -0.2141
O -4.5615 0.2204 -0.9271
H -3.1365 0.7684 0.3479
H -4.6315 1.6924 0.4449
H -3.7215 1.9424 -0.8771
H -4.9315 -0.4966 -0.3221
C -1.3515 -1.7546 -2.6841
O -1.8645 -0.7386 -1.8151
H -0.3675 -1.9146 -2.2571
H -1.2255 -1.4006 -3.6981
H -1.9395 -2.6306 -2.5691
H -2.6685 -0.4406 -2.1991
C 0.6525 -0.1276 -0.1601
O -0.6485 0.2334 0.2619
H 0.7955 -1.1906 0.0269
H 1.4745 0.2924 0.4289
H 0.8605 -0.1126 -1.2541
H -1.1455 -0.0126 -0.5651
```

Properties
Multiplicity = 1
Relative energy (zero: lowest compared OMol25 entry of this formula, charge and spin) = 281.9 kJ/mol
Calculated total energy = -1956.982616 Eh
Maximum force = 0.14848 hartree/bohr
Total charge = 0
HOMO energy = -8.6 eV

***

Molecular formula: C37H60N4O17S
Method: DFT, the ωB97M-V functional and the def2-TZVPD basis

XYZ file:
```
119
Properties=species:S:1:pos:R:3
H 8.3755 -6.0630 0.5080
N 7.9341 -5.8590 -0.4053
C 6.6258 -5.9936 -0.2805
C 5.8783 -6.3845 1.1190
C 5.9337 -5.0934 2.0633
C 4.9473 -3.8372 1.9126
C 3.8246 -3.9243 0.7776
C 2.7344 -5.0675 1.1769
C 2.4860 -5.5944 2.6713
N 2.0031 -5.6241 0.2118
H 1.3821 -6.3502 0.6076
C 5.1045 -2.5895 2.8561
C 4.1260 -1.2986 2.7123
C 2.5828 -1.6599 3.0080
C 1.5708 -0.7147 2.1613
O 0.8802 -1.1599 1.1989
O 1.4956 0.6711 2.5747
C 6.1855 -2.4965 4.0030
N 6.4547 -1.4567 4.9613
S 7.7404 -2.0067 5.9694
N 8.0315 -3.5372 5.2829
C 7.1360 -3.7506 4.1748
C 6.9838 -4.9819 3.2183
C 7.9923 -6.2325 3.4749
C 7.0865 -7.3183 4.2899
C 6.8949 -8.6849 3.8859
H 6.0104 -5.7986 -1.2423
H 4.8232 -6.7119 0.8208
H 6.3752 -7.3151 1.6005
H 3.2180 -2.9457 0.7108
H 4.2233 -4.1949 -0.2591
H 2.9825 -6.6304 2.7593
H 2.9857 -4.9216 3.4499
H 1.3825 -5.7401 2.9485
H 4.4493 -0.4758 3.4619
H 4.3063 -0.8671 1.6593
H 2.3587 -1.4549 4.1166
H 2.3944 -2.7718 2.8178
H 2.3804 1.0373 2.3265
H 8.4251 -6.6534 2.5063
H 8.8731 -5.8918 4.1311
H 6.5413 -6.9159 5.2280
H 5.8292 -8.9809 3.5417
H 7.7139 -9.4778 3.8268
C 0.2104 5.5685 -1.9310
C -1.2543 5.1729 -1.9294
O -1.3953 3.7470 -1.9164
C -1.2450 3.1592 -0.7146
O -1.0141 3.7238 0.3284
O -1.3711 1.8305 -0.8784
C -1.1564 1.0759 0.3167
H 0.7417 5.0728 -2.7483
H 0.3177 6.6498 -2.0424
H 0.7012 5.2671 -1.0031
H -1.7282 5.5276 -2.8475
H -1.7926 5.6261 -1.0922
H -1.7835 1.4393 1.1341
H -0.1022 1.1127 0.5944
H -1.4251 0.0384 0.1136
C -4.3576 1.5719 -2.3552
C -4.3453 3.0815 -2.4954
O -5.5050 3.5351 -3.2068
C -6.6322 3.6215 -2.4818
O -6.7446 3.3627 -1.3061
O -7.6239 4.0246 -3.2965
C -8.9008 4.0862 -2.6646
H -4.4812 1.0954 -3.3319
H -3.4282 1.2201 -1.9040
H -5.1912 1.2401 -1.7320
H -3.4769 3.3840 -3.0827
H -4.2653 3.5755 -1.5226
H -8.8636 4.6850 -1.7518
H -9.2589 3.0770 -2.4488
H -9.5975 4.5601 -3.3577
C -11.6690 10.0705 -2.2951
C -11.8941 9.8827 -0.8065
O -11.4179 8.6011 -0.3783
C -10.0916 8.5131 -0.1792
O -9.2900 9.4065 -0.3205
O -9.8060 7.2499 0.1824
C -8.4121 6.9987 0.3540
H -12.1006 9.2377 -2.8573
H -12.1218 11.0031 -2.6391
H -10.6033 10.0965 -2.5325
H -12.9651 9.9072 -0.5940
H -11.4314 10.6852 -0.2251
H -7.9589 7.7216 1.0357
H -7.9086 7.0150 -0.6155
H -8.2998 6.0030 0.7859
C -1.9781 -3.6099 -1.2745
C -3.1069 -2.6147 -1.4687
O -3.9628 -3.0225 -2.5433
C -4.8639 -3.9709 -2.2379
O -5.0132 -4.4892 -1.1562
O -5.5579 -4.2628 -3.3525
C -6.5047 -5.3157 -3.1842
H -1.4454 -3.7755 -2.2151
H -1.2702 -3.2490 -0.5246
H -2.3597 -4.5803 -0.9498
H -2.6911 -1.6436 -1.7471
H -3.6782 -2.4689 -0.5474
H -7.1684 -5.1215 -2.3388
H -5.9846 -6.2676 -3.0548
H -7.1094 -5.3708 -4.0906
C 8.6625 3.0464 -1.3120
C 8.5972 1.9740 -0.2407
O 7.2377 1.6171 0.0388
C 6.6714 0.7667 -0.8335
O 7.2030 0.2848 -1.8049
O 5.3970 0.5627 -0.4514
C 4.6534 -0.2688 -1.3421
H 8.0372 3.9011 -1.0391
H 9.6900 3.3891 -1.4525
H 8.2901 2.6720 -2.2680
H 9.0181 2.3621 0.6894
H 9.1831 1.0929 -0.5171
H 5.1710 -1.2122 -1.5303
H 4.4659 0.2611 -2.2785
H 3.6937 -0.4919 -0.8719
```

Properties
Multiplicity = 1
Calculated total energy = -3341.817714 Eh
Maximum force = 0.10775 hartree/bohr
Total charge = 0
HOMO energy = -8.4 eV

***

Molecular formula: C21H39N2O2P3Pt
Method: DFT, the ωB97M-V functional and the def2-TZVPD basis

XYZ file:
```
68
Properties=species:S:1:pos:R:3
P 3.7901 -0.0670 0.2541
C 4.1422 -0.1301 2.0190
H 5.2126 0.0544 2.2290
H 3.8604 -1.1069 2.4551
H 3.5434 0.6329 2.5630
C 3.5666 -1.6621 -0.5341
H 3.2792 -1.5094 -1.5843
H 2.7627 -2.2388 -0.0573
H 4.5083 -2.2382 -0.4883
C 4.7448 1.0323 -0.7936
H 5.7671 0.6425 -0.9341
H 4.7984 2.0354 -0.3466
H 4.2561 1.1195 -1.7768
P -0.9623 3.2725 -0.7074
C -0.8651 3.5841 1.0501
H -1.3178 4.5614 1.2610
H 0.1658 3.5910 1.4052
H -1.3767 2.8107 1.6246
C 0.0471 4.5107 -1.5385
H 0.0030 4.3405 -2.6186
H 1.0923 4.3795 -1.2361
H -0.3339 5.5062 -1.2634
C -2.6738 3.5335 -1.2029
H -2.8812 4.6126 -1.1608
H -3.3213 2.9743 -0.5200
H -2.8350 3.1324 -2.2086
P -3.0918 -2.1321 0.2299
C -3.6267 -2.1824 1.9577
H -4.4615 -2.8831 2.1120
H -3.9420 -1.1722 2.2691
H -2.7874 -2.4716 2.6093
C -4.3367 -1.8790 -1.0398
H -5.0657 -2.7113 -1.0540
H -3.8510 -1.8103 -2.0293
H -4.8790 -0.9339 -0.8743
C -1.9379 -3.4145 -0.2669
H -2.4876 -4.2597 -0.7225
H -1.3746 -3.8056 0.5953
H -1.2139 -3.0227 -1.0052
Pt -0.3279 1.1871 -2.2922
C 2.1199 0.7091 0.3445
O 1.1836 1.1822 0.8432
C -2.1461 -0.5526 0.3069
O -1.7325 0.4309 0.7949
C -1.4846 0.3619 -3.9196
C -0.9234 -0.6552 -3.1327
C 0.4721 -0.6755 -2.9268
C 1.2811 0.3686 -3.4094
C 0.7113 1.4378 -4.1146
C -0.6987 1.4667 -4.3220
H -2.5702 0.3962 -4.0320
H -1.5429 -1.4371 -2.7258
H 0.9290 -1.5118 -2.4218
H 2.3493 0.3728 -3.1976
H 1.3351 2.2959 -4.4198
H -1.1632 2.3365 -4.8241
C 0.2955 -1.4336 5.3514
N 0.4689 -1.7306 3.9359
C 0.9392 -2.9179 3.4014
C 0.9239 -2.7495 2.0308
N 0.4599 -1.4957 1.7317
C 0.1875 -0.8871 2.8869
H -0.4120 -2.1410 5.8050
H 1.2562 -1.5187 5.8766
H -0.0877 -0.4154 5.4594
H 1.2379 -3.7680 3.9951
H 1.2174 -3.4588 1.2657
H -0.1959 0.1073 3.0378
```

Properties
Multiplicity = 5
Relative energy (zero: lowest compared OMol25 entry of this formula, charge and spin) = 53.7 kJ/mol
Calculated total energy = -2225.239259 Eh
Maximum force = 0.19055 hartree/bohr
Total charge = +4
HOMO energy (alpha / beta) = -18.3 / -18.7 eV

***

Molecular formula: C2H5N3O2S
Method: DFT, the ωB97M-V functional and the def2-TZVPD basis

XYZ file:
```
13
Properties=species:S:1:pos:R:3
C 0.3254 -0.0073 -0.4720
C 2.0053 -0.5258 0.8961
H -2.0435 -2.2674 -0.6358
H -1.9663 -0.4685 -2.2825
H -1.3895 1.1458 -0.4641
H -0.3987 1.5301 1.9920
H 3.0663 -0.7901 0.8887
N -1.9067 -0.7569 -0.8740
N -0.3968 -1.0089 -1.0463
N -0.2468 1.3339 -0.4078
O 1.6678 -0.0431 -0.3942
O 1.1907 -0.6039 1.7941
S 0.0929 2.4620 1.0058
```

Properties
Multiplicity = 1
Relative energy (zero: lowest compared OMol25 entry of this formula, charge and spin) = 737.6 kJ/mol
Calculated total energy = -791.884277 Eh
Maximum force = 0.12536 hartree/bohr
Total charge = 0
HOMO energy = -9.3 eV

***

Molecular formula: C5H9NO
Method: DFT, the ωB97M-V functional and the def2-TZVPD basis

XYZ file:
```
16
Properties=species:S:1:pos:R:3
C -0.1735 -1.0985 -2.9471
C 0.8081 -0.3637 -2.0605
C 0.4342 0.4990 -1.1461
N 0.0093 1.1314 -0.1784
C -0.3777 0.1511 0.8673
O -1.0762 0.6970 1.9163
C -0.2764 1.0739 3.0085
H 0.0447 -1.0074 -4.0179
H -0.1784 -2.1669 -2.6889
H -1.1897 -0.7308 -2.7871
H 1.8544 -0.6607 -2.0668
H 0.5517 -0.3259 1.2154
H -1.0363 -0.5911 0.4063
H -0.9496 1.1196 3.8668
H 0.1878 2.0482 2.8292
H 0.5205 0.3337 3.1956
```

Properties
Multiplicity = 1
Relative energy (zero: lowest compared OMol25 entry of this formula, charge and spin) = 290.3 kJ/mol
Calculated total energy = -325.826984 Eh
Maximum force = 0.01724 hartree/bohr
Total charge = 0
HOMO energy = -8.8 eV